No. 1
Entry from the OMol25 dataset: C22H35BGeN8ORhS as an isolated structure in a non-equilibrium geometry (the ωB97M-V functional and the def2-TZVPD basis).

Each line ends with the Löwdin charge.
Geometry (Å):
Rh: 0.08 0.17 0.20  0.959
S: -1.83 1.27 0.22  0.773
C: 2.71 0.52 -0.87  -0.196
C: 4.09 -1.67 -0.01  0.001
C: -6.75 0.61 0.25  -0.101
C: -3.51 0.95 4.69  -0.097
H: -2.16 5.25 -2.50  0.081
H: 4.56 1.19 -1.73  0.122
H: 3.15 2.49 -2.72  0.088
C: -3.65 -0.49 4.23  -0.258
H: -2.71 -3.91 0.09  0.018
H: -2.36 5.90 -0.08  0.122
H: -2.23 -0.36 2.64  0.057
C: 1.13 -4.63 0.26  -0.153
N: -1.96 3.89 -0.13  0.003
B: 0.52 -0.03 4.78  -0.383
C: -0.02 -3.82 0.58  -0.296
H: -0.44 4.93 -2.26  0.050
H: -2.49 1.31 4.54  0.063
O: -1.09 -1.86 0.15  -0.407
H: -1.07 6.57 -2.06  0.082
Ge: -2.97 -2.44 0.42  1.037
C: 2.74 -1.49 0.26  -0.083
H: 2.92 3.60 -1.35  0.119
C: 4.05 0.41 -1.18  0.026
N: 2.05 -5.26 -0.01  0.209
C: -5.98 -0.67 -0.04  -0.275
C: 2.44 2.85 -1.98  0.009
H: -4.19 1.61 4.15  0.071
N: -1.55 -4.66 2.49  0.233
C: 4.75 -0.72 -0.76  -0.006
H: -3.86 0.05 2.15  0.084
H: -6.12 1.33 0.78  0.068
H: -7.10 1.07 -0.67  0.078
C: -3.47 -2.08 2.26  -0.293
H: -4.53 -2.37 2.32  0.077
H: 4.59 -2.55 0.37  0.127
N: 0.11 3.00 -0.53  0.045
H: -0.66 5.50 0.17  0.120
H: -7.63 0.42 0.88  0.076
H: -3.08 -1.45 -1.86  0.069
C: -3.87 -1.63 -1.12  -0.299
N: 2.06 -0.45 -0.18  -0.013
C: -0.88 -4.30 1.63  -0.189
H: -5.18 -0.17 -1.95  0.119
H: -2.93 -2.78 2.90  0.044
H: 1.61 3.34 -2.48  0.081
H: 2.19 -2.20 0.86  0.096
H: -6.65 -1.42 -0.49  0.118
C: -1.55 5.27 -0.43  -0.216
C: 0.46 -0.09 3.22  -0.151
C: -4.79 -0.43 -0.96  -0.298
N: -0.08 -2.73 -0.08  0.026
H: 1.66 -0.24 5.09  0.016
H: 0.13 1.08 5.03  0.023
N: 0.79 1.82 -0.51  -0.146
H: -3.73 1.05 5.76  0.078
H: -5.64 -1.11 0.91  0.077
H: 5.80 -0.83 -0.99  0.128
C: -1.29 5.51 -1.90  -0.078
C: -3.28 -0.65 2.76  -0.309
N: 0.42 -0.14 2.06  -0.007
H: -4.44 -2.48 -1.51  0.075
C: -1.14 2.84 -0.18  -0.702
C: 1.93 1.74 -1.13  -0.201
H: -2.86 3.74 0.30  0.130
H: -3.01 -1.14 4.83  0.110
H: -0.26 -0.88 5.17  0.019
H: -4.68 -0.84 4.37  0.114
H: -4.24 0.44 -0.62  0.036

Values from the calculation:
LUMO level (spin up / spin down) (hartree): -0.1955 / -0.1954
Frontier orbital gap (spin up / spin down) (eV): 6.78 / 6.78
Total charge: +1
Relative energy (zero: lowest compared OMol25 entry of this formula, charge and spin) (kJ/mol): 92.3

=====

No. 2
Entry from the OMol25 dataset: C22H35BN5O3STc as an isolated structure in a non-equilibrium geometry (the ωB97M-V functional and the def2-TZVPD basis).

Each line ends with the Löwdin charge.
Geometry (Å):
H: -0.61 -1.97 5.17  0.098
N: 0.17 -1.44 0.63  -0.092
H: 4.12 0.20 1.86  0.091
C: 3.95 -1.11 -2.24  -0.065
H: 2.82 2.12 -2.69  0.063
N: -0.94 1.10 0.70  -0.007
H: -1.72 3.40 -0.86  0.047
O: 0.63 3.55 -3.31  -0.341
O: 0.64 2.36 -1.16  -0.482
H: 2.73 0.40 3.91  0.108
H: -0.68 -0.52 -3.56  0.049
H: 3.81 0.68 0.18  0.052
H: 2.07 -1.28 -4.10  0.073
H: 0.19 -4.00 1.51  0.111
C: -1.50 -2.32 -0.88  -0.202
C: 1.18 -0.86 4.71  -0.107
C: 0.03 -1.56 4.38  -0.097
H: -3.44 -0.98 -2.37  0.078
C: 3.45 0.06 1.00  -0.088
C: 1.88 -0.24 3.68  -0.042
B: -2.52 2.45 2.46  -0.430
C: -0.61 -2.51 0.19  -0.230
H: -1.37 -5.77 0.85  0.095
C: 0.43 -1.24 2.00  -0.228
H: 4.72 -1.06 -3.01  0.080
C: -1.44 -4.79 0.39  -0.106
H: 4.41 -0.96 -1.26  0.053
C: -2.70 -0.41 -1.80  -0.076
C: 1.97 1.89 1.59  -0.082
S: -0.10 2.66 -2.43  0.415
H: 3.83 1.53 -1.37  0.056
C: -0.35 -1.73 3.06  -0.030
H: 3.50 -2.11 -2.25  0.083
C: -2.42 -4.54 -0.57  -0.110
H: -3.15 -5.30 -0.84  0.090
C: 1.49 -0.38 2.35  -0.212
C: 3.52 1.34 -2.40  -0.040
C: -1.59 3.50 -1.94  -0.129
C: -1.61 1.67 1.45  -0.195
H: -2.42 3.04 -2.48  0.056
N: -1.42 -1.11 -1.68  -0.224
C: 2.36 -0.24 -3.94  -0.058
H: -1.27 -2.26 2.83  0.111
H: -1.89 2.51 3.50  -0.003
H: 1.50 -0.74 5.74  0.091
C: -2.42 -3.31 -1.21  -0.045
Tc: 0.46 0.22 -0.52  1.421
H: 3.47 -0.98 0.69  0.090
H: 1.49 0.40 -4.10  0.063
H: 2.16 2.45 0.67  0.073
C: -0.85 -1.44 -3.00  -0.087
H: -2.53 0.54 -2.30  0.058
N: 1.79 -0.19 -1.56  -0.154
C: -0.55 -3.80 0.75  -0.043
H: -1.53 -2.10 -3.57  0.086
H: 2.67 2.22 2.37  0.084
C: 2.89 -0.05 -2.51  -0.679
N: 2.08 0.44 1.31  -0.246
H: -1.49 4.55 -2.23  0.057
H: -3.14 -3.11 -1.99  0.104
H: -2.76 3.55 2.02  -0.007
H: -3.54 1.80 2.61  -0.004
H: 0.10 -1.95 -2.87  0.077
H: 4.40 1.39 -3.05  0.084
H: 3.14 0.03 -4.66  0.079
H: 0.96 2.11 1.92  0.075
O: -0.54 1.44 -3.08  -0.400
H: -3.10 -0.21 -0.80  0.091

Values from the calculation:
LUMO level (spin up / spin down) (hartree): 0.1016 / 0.1016
Frontier orbital gap (spin up / spin down) (eV): 6.40 / 7.18
2S+1: 2
Total charge: -1
Relative energy (zero: lowest compared OMol25 entry of this formula, charge and spin) (kJ/mol): 47.2

=====

No. 3
Entry from the OMol25 dataset: C22H35BeClO2P2 as an isolated structure in a non-equilibrium geometry (the ωB97M-V functional and the def2-TZVPD basis).

Each line ends with the Löwdin charge.
Geometry (Å):
C: -1.36 2.66 -3.14  -0.135
H: -3.65 3.87 0.01  0.108
O: 0.55 -2.81 1.13  -0.167
C: 1.79 -1.19 2.68  -0.226
C: -3.00 4.42 -0.68  -0.171
H: -1.13 4.29 -4.47  0.119
C: -1.57 4.32 -0.26  -0.146
C: 1.99 -7.66 2.23  -0.697
H: -2.19 -2.22 -0.17  0.055
C: -0.54 4.58 -1.07  -0.118
H: -0.13 0.88 3.90  0.050
C: -0.86 0.73 -0.75  -0.396
H: -0.96 1.76 -3.59  0.106
C: -2.54 2.66 -2.49  -0.121
C: 2.87 -5.71 1.09  -0.014
H: -1.42 4.24 0.82  0.103
H: -1.08 -3.16 -1.21  0.058
H: 3.68 -5.25 0.54  0.114
H: -1.56 5.70 -2.62  0.101
H: 1.88 -0.38 -1.77  0.058
C: -1.55 -2.17 -1.07  -0.240
C: -0.58 1.15 2.93  -0.227
C: 1.08 -1.10 -2.00  -0.226
Cl: 2.21 -9.25 2.85  0.671
Be: 0.70 -1.17 1.19  -0.041
C: -0.66 3.92 -3.55  -0.174
H: -1.92 0.72 -0.43  0.095
C: 3.04 -7.02 1.56  -0.098
C: 1.58 -3.56 0.77  -0.525
H: -0.03 -7.52 2.89  0.099
H: 1.52 -2.11 -1.93  0.040
H: 2.92 1.77 1.27  0.058
H: -0.86 1.07 -1.79  0.023
C: -0.03 1.68 0.11  -0.389
P: 0.69 0.95 1.64  0.842
H: 3.99 -7.54 1.44  0.100
H: 0.49 4.58 -0.70  0.111
H: -0.33 -5.18 2.04  0.111
C: 2.15 1.93 2.04  -0.234
H: 2.80 -1.36 2.28  0.007
H: 2.54 1.59 3.01  0.045
H: -2.16 -1.91 -1.95  0.047
O: 2.48 -3.19 0.01  0.016
H: 0.78 2.14 -0.47  0.088
C: 1.68 -5.00 1.30  -0.114
C: -0.68 5.06 -2.48  -0.187
C: 0.62 -5.68 1.92  -0.020
H: -1.41 0.45 2.73  0.052
C: -3.30 3.88 -2.12  -0.185
H: 0.39 3.72 -3.79  0.108
H: -3.07 1.72 -2.28  0.109
C: 0.77 -6.99 2.39  -0.100
H: -3.17 4.68 -2.86  0.100
H: 1.46 -2.14 3.13  -0.002
H: -0.66 2.51 0.47  0.025
H: 1.90 3.00 2.10  0.049
H: 1.84 -0.43 3.48  -0.034
H: -0.95 2.18 2.95  0.043
H: -4.37 3.62 -2.14  0.112
P: -0.25 -0.96 -0.79  0.885
H: 0.70 -0.93 -3.03  0.047
H: 0.20 5.70 -2.70  0.111
H: -3.31 5.47 -0.62  0.119

Values from the calculation:
LUMO level (hartree): 0.0122
Frontier orbital gap (eV): 6.21
Total charge: 0
Relative energy (zero: lowest compared OMol25 entry of this formula, charge and spin) (kJ/mol): 0.0

=====

Repeat the second record exactly.
Entry from the OMol25 dataset: C22H35BN5O3STc as an isolated structure in a non-equilibrium geometry (the ωB97M-V functional and the def2-TZVPD basis).

Each line ends with the Löwdin charge.
Geometry (Å):
H: -0.61 -1.97 5.17  0.098
N: 0.17 -1.44 0.63  -0.092
H: 4.12 0.20 1.86  0.091
C: 3.95 -1.11 -2.24  -0.065
H: 2.82 2.12 -2.69  0.063
N: -0.94 1.10 0.70  -0.007
H: -1.72 3.40 -0.86  0.047
O: 0.63 3.55 -3.31  -0.341
O: 0.64 2.36 -1.16  -0.482
H: 2.73 0.40 3.91  0.108
H: -0.68 -0.52 -3.56  0.049
H: 3.81 0.68 0.18  0.052
H: 2.07 -1.28 -4.10  0.073
H: 0.19 -4.00 1.51  0.111
C: -1.50 -2.32 -0.88  -0.202
C: 1.18 -0.86 4.71  -0.107
C: 0.03 -1.56 4.38  -0.097
H: -3.44 -0.98 -2.37  0.078
C: 3.45 0.06 1.00  -0.088
C: 1.88 -0.24 3.68  -0.042
B: -2.52 2.45 2.46  -0.430
C: -0.61 -2.51 0.19  -0.230
H: -1.37 -5.77 0.85  0.095
C: 0.43 -1.24 2.00  -0.228
H: 4.72 -1.06 -3.01  0.080
C: -1.44 -4.79 0.39  -0.106
H: 4.41 -0.96 -1.26  0.053
C: -2.70 -0.41 -1.80  -0.076
C: 1.97 1.89 1.59  -0.082
S: -0.10 2.66 -2.43  0.415
H: 3.83 1.53 -1.37  0.056
C: -0.35 -1.73 3.06  -0.030
H: 3.50 -2.11 -2.25  0.083
C: -2.42 -4.54 -0.57  -0.110
H: -3.15 -5.30 -0.84  0.090
C: 1.49 -0.38 2.35  -0.212
C: 3.52 1.34 -2.40  -0.040
C: -1.59 3.50 -1.94  -0.129
C: -1.61 1.67 1.45  -0.195
H: -2.42 3.04 -2.48  0.056
N: -1.42 -1.11 -1.68  -0.224
C: 2.36 -0.24 -3.94  -0.058
H: -1.27 -2.26 2.83  0.111
H: -1.89 2.51 3.50  -0.003
H: 1.50 -0.74 5.74  0.091
C: -2.42 -3.31 -1.21  -0.045
Tc: 0.46 0.22 -0.52  1.421
H: 3.47 -0.98 0.69  0.090
H: 1.49 0.40 -4.10  0.063
H: 2.16 2.45 0.67  0.073
C: -0.85 -1.44 -3.00  -0.087
H: -2.53 0.54 -2.30  0.058
N: 1.79 -0.19 -1.56  -0.154
C: -0.55 -3.80 0.75  -0.043
H: -1.53 -2.10 -3.57  0.086
H: 2.67 2.22 2.37  0.084
C: 2.89 -0.05 -2.51  -0.679
N: 2.08 0.44 1.31  -0.246
H: -1.49 4.55 -2.23  0.057
H: -3.14 -3.11 -1.99  0.104
H: -2.76 3.55 2.02  -0.007
H: -3.54 1.80 2.61  -0.004
H: 0.10 -1.95 -2.87  0.077
H: 4.40 1.39 -3.05  0.084
H: 3.14 0.03 -4.66  0.079
H: 0.96 2.11 1.92  0.075
O: -0.54 1.44 -3.08  -0.400
H: -3.10 -0.21 -0.80  0.091

Values from the calculation:
LUMO level (spin up / spin down) (hartree): 0.1016 / 0.1016
Frontier orbital gap (spin up / spin down) (eV): 6.40 / 7.18
2S+1: 2
Total charge: -1
Relative energy (zero: lowest compared OMol25 entry of this formula, charge and spin) (kJ/mol): 47.2